(1)
19
Properties=species:S:1:pos:R:3 method="wB97M-V/def2-TZVPD" smiles="[H]/N=[N+]1/C=[NH+][C@H](C)C[C@H]1Cl" charge=+2
C 0.557 -0.070 -1.649
C -0.825 -0.270 0.911
C 0.681 0.187 0.862
C -1.559 0.350 -0.326
C 1.665 -0.361 1.919
N -1.413 -0.219 -2.697
N 1.150 0.027 -0.534
N -0.916 -0.029 -1.592
Cl -1.691 2.227 -0.429
H 1.012 -0.082 -2.569
H -0.890 -1.369 0.880
H -1.380 0.009 1.774
H 0.692 1.248 0.820
H -2.690 -0.061 -0.425
H 1.603 -1.485 2.105
H 1.508 0.140 2.923
H 2.683 -0.270 1.593
H -2.335 -0.303 -2.975
H 2.146 0.329 -0.590

***

(2)
173
Properties=species:S:1:pos:R:3 method="wB97M-V/def2-TZVPD" charge=0
C 0.466 2.569 4.055
C 0.361 3.788 3.159
O -0.970 3.862 2.733
H -0.188 2.642 4.923
H 1.471 2.350 4.416
H 0.066 1.711 3.513
H 1.052 3.626 2.331
H 0.647 4.727 3.632
H -1.058 4.610 2.138
C 3.497 -1.236 -3.275
C 4.333 -0.402 -4.237
O 4.201 -0.829 -5.563
H 3.464 -0.697 -2.328
H 3.896 -2.238 -3.119
H 2.434 -1.297 -3.508
H 5.381 -0.342 -3.943
H 4.090 0.654 -4.354
H 4.810 -0.336 -6.118
C 5.354 -4.831 0.602
C 4.664 -3.423 0.561
O 3.761 -3.258 1.661
H 4.638 -5.625 0.391
H 5.787 -5.027 1.582
H 6.176 -4.830 -0.114
H 4.096 -3.368 -0.368
H 5.382 -2.603 0.585
H 3.415 -4.126 1.884
C 5.239 -0.358 3.171
C 3.872 -0.001 2.676
O 3.012 -1.037 3.163
H 5.976 0.444 3.189
H 5.769 -1.017 2.484
H 5.198 -0.796 4.168
H 3.952 0.026 1.589
H 3.487 0.940 3.070
H 3.382 -1.843 2.796
C 1.396 -0.964 0.122
C 0.426 0.135 0.653
O 0.242 1.121 -0.279
H 2.382 -0.563 -0.113
H 1.026 -1.539 -0.727
H 1.587 -1.676 0.924
H 0.683 0.695 1.551
H -0.531 -0.333 0.881
H -0.604 1.548 -0.126
C 0.725 2.385 -4.967
C 0.352 2.183 -3.457
O 1.470 2.046 -2.633
H 1.298 1.521 -5.303
H 1.295 3.284 -5.202
H -0.156 2.441 -5.606
H -0.289 1.308 -3.357
H -0.201 3.074 -3.160
H 1.167 1.698 -1.791
C -2.700 0.171 3.334
C -3.699 1.189 3.813
C -3.542 1.645 5.327
O -4.719 2.354 5.751
C -4.692 2.892 7.061
N -3.494 2.437 3.061
H -2.716 -0.731 3.945
H -1.679 0.546 3.397
H -2.842 -0.118 2.293
H -4.662 0.763 3.533
H -2.566 2.058 5.583
H -3.488 0.777 5.983
H -5.675 3.223 7.396
H -3.936 3.674 7.129
H -4.496 2.125 7.811
H -2.506 2.648 3.062
H -3.996 3.207 3.480
C -1.266 -2.119 -2.811
C -0.495 -2.531 -4.061
C -1.089 -3.600 -4.988
O -1.101 -4.817 -4.253
C -1.476 -5.936 -5.006
N -0.090 -1.351 -4.771
H -1.469 -3.017 -2.228
H -2.282 -1.781 -3.018
H -0.773 -1.463 -2.095
H 0.374 -3.045 -3.649
H -0.590 -3.703 -5.951
H -2.037 -3.255 -5.400
H -0.742 -6.118 -5.791
H -2.464 -5.816 -5.450
H -1.456 -6.797 -4.338
H 0.136 -0.626 -4.105
H -0.960 -0.924 -5.054
C 7.170 0.896 0.410
C 6.599 1.672 -0.827
C 5.050 1.840 -0.839
O 4.560 2.437 0.387
C 3.242 2.948 0.235
N 7.232 2.962 -0.837
H 8.259 0.918 0.440
H 6.921 -0.165 0.367
H 6.854 1.355 1.347
H 6.825 1.103 -1.729
H 4.564 0.880 -1.014
H 4.795 2.393 -1.742
H 2.947 3.327 1.214
H 2.618 2.078 0.031
H 3.085 3.697 -0.541
H 6.918 3.294 -1.738
H 6.811 3.583 -0.161
C -3.684 6.295 1.312
C -2.331 7.012 1.280
C -1.362 6.494 0.210
O -0.822 5.240 0.484
C 0.052 4.732 -0.550
N -2.545 8.438 1.187
H -3.525 5.224 1.438
H -4.221 6.424 0.372
H -4.273 6.720 2.125
H -1.916 6.848 2.274
H -0.546 7.214 0.158
H -1.822 6.429 -0.776
H -0.363 4.739 -1.558
H 0.554 3.790 -0.328
H 0.928 5.381 -0.526
H -3.268 8.700 1.842
H -1.671 8.822 1.517
C 0.707 -4.605 2.728
C 1.462 -5.714 2.010
C 1.540 -5.630 0.459
O 0.253 -5.773 -0.014
C -0.088 -4.981 -1.114
N 2.823 -5.755 2.625
H 1.088 -3.588 2.645
H 0.784 -4.789 3.800
H -0.372 -4.717 2.621
H 0.999 -6.668 2.263
H 2.114 -6.420 -0.025
H 1.930 -4.631 0.262
H 0.542 -5.228 -1.968
H 0.072 -3.918 -0.933
H -1.143 -5.120 -1.350
H 2.847 -5.654 3.630
H 3.334 -6.617 2.501
C -4.075 -4.654 -2.665
C -4.529 -4.999 -1.227
C -4.321 -3.838 -0.229
O -2.920 -3.690 -0.073
C -2.591 -2.831 1.008
N -5.911 -5.506 -1.206
H -4.183 -5.544 -3.285
H -3.049 -4.290 -2.722
H -4.646 -3.873 -3.167
H -3.913 -5.830 -0.883
H -4.814 -3.973 0.734
H -4.791 -2.972 -0.695
H -1.531 -2.582 1.062
H -2.846 -3.293 1.961
H -3.076 -1.859 0.918
H -6.199 -5.562 -0.240
H -6.597 -4.855 -1.561
C -3.266 0.354 -1.054
C -3.114 1.897 -1.136
C -4.417 2.669 -1.135
O -4.217 3.909 -1.755
C -5.302 4.836 -1.553
N -2.246 2.238 0.022
H -3.840 0.014 -1.916
H -3.860 0.066 -0.187
H -2.295 -0.133 -1.150
H -2.569 2.104 -2.058
H -4.677 2.844 -0.091
H -5.162 2.130 -1.720
H -5.543 4.822 -0.490
H -6.173 4.582 -2.156
H -5.042 5.870 -1.783
H -2.147 3.241 0.075
H -2.857 2.039 0.801

***

The ΔE to the lowest compared entry with this formula, charge and spin results, record by record, are as follows: 1.2915; 2.0493 eV.
The lowest unoccupied orbital energy results, record by record, are as follows: -11.74; 0.62 eV.